Here is 2 unconnected molecules or ions with the total composition C5H14NOS at a distorted geometry from the OMol25 dataset. Energies are from ωB97M-V/def2-TZVPD.

Computed properties:
- calculated total energy (eV) = -19784.1531
- highest occupied orbital energy (eV) = -2.45
- ΔE to the lowest compared entry with this formula, charge and spin (kJ/mol) = 202.76
- M (g mol⁻¹) = 136.24
- 2S+1 = 1
- net charge = -1

Geometry as XYZ:
```
22
Properties=species:S:1:pos:R:3:lowdin_charge:R:1
C -1.39 -1.54 -0.03 -0.285
N 0.05 -0.97 0.08 -0.019
C 0.03 0.37 -0.61 -0.469
C 0.82 0.26 -2.04 -0.873
S 0.70 1.56 -3.18 0.162
C 0.77 1.38 0.15 -0.147
C -1.66 -2.70 0.89 -0.149
H -2.10 -0.68 0.17 0.115
H -1.57 -1.98 -1.06 0.115
H 0.61 -1.64 -0.35 0.056
H -0.92 0.78 -0.80 0.087
H 1.84 0.04 -1.55 0.062
H 0.61 -0.76 -2.47 0.033
H 1.59 1.04 0.79 0.071
H 0.09 1.87 0.91 0.076
H 1.30 2.07 -0.42 0.033
H -1.28 -2.41 1.85 0.045
H -2.64 -3.09 1.09 0.050
H -1.06 -3.59 0.50 0.089
H 0.68 3.38 1.82 -0.012
H 1.97 2.90 2.21 -0.024
O 1.54 3.68 2.03 -0.014
```


Here is 2 unconnected molecules or ions with the total composition C3H5FN2O5 at a distorted geometry from the OMol25 dataset. Energies are from ωB97M-V/def2-TZVPD.

Computed properties:
- calculated total energy (eV) = -19118.0322
- highest occupied orbital energy (spin up / spin down) (eV) = -8.81 / -8.81
- ΔE to the lowest compared entry with this formula, charge and spin (kJ/mol) = 239.56
- M (g mol⁻¹) = 168.08
- SMILES string = O=[N+]([O-])/C(F)=[N+](/[O-])O.C=CO
- 2S+1 = 1
- net charge = 0

Geometry as XYZ:
```
16
Properties=species:S:1:pos:R:3:lowdin_charge:R:1
C -1.11 0.37 1.16 -0.009
C -0.03 0.95 1.74 -0.208
C -0.10 -0.25 -1.09 -0.205
N -0.39 -1.71 -0.83 -0.327
N 1.18 0.02 -1.47 -0.293
O 0.44 -2.34 -0.19 0.046
O 2.15 -0.73 -1.06 0.102
O -1.48 -2.13 -1.09 0.140
O 1.41 1.03 -2.08 0.114
O 0.07 2.32 1.66 -0.003
F -1.13 0.42 -1.60 0.127
H -1.71 1.10 0.56 0.101
H -1.36 -0.64 1.44 0.065
H 1.84 -1.65 -0.59 0.172
H 0.77 0.64 2.38 0.112
H -0.55 2.61 1.03 0.065
```


Here is a single C2H4NOP molecule at a distorted geometry from the OMol25 dataset. Energies are from ωB97M-V/def2-TZVPD.

Computed properties:
- calculated total energy (eV) = -14963.6575
- highest occupied orbital energy (eV) = -9.58
- ΔE to the lowest compared entry with this formula, charge and spin (kJ/mol) = 95.35
- M (g mol⁻¹) = 89.03
- SMILES string = N#CCPO
- 2S+1 = 1
- net charge = 0

Geometry as XYZ:
```
9
Properties=species:S:1:pos:R:3:lowdin_charge:R:1
C -1.42 0.18 -1.22 -0.409
C -0.16 -0.37 -0.78 -0.291
N -2.55 0.28 -1.38 0.129
O 1.51 0.02 1.68 -0.452
P -0.07 0.32 1.29 0.878
H -0.09 -1.48 -0.83 0.081
H 0.52 0.36 -1.29 0.070
H 1.85 -0.88 1.71 0.047
H 0.42 1.58 0.81 -0.054
```


Here is a single C4H7NO2 molecule at a distorted geometry from the OMol25 dataset. Energies are from ωB97M-V/def2-TZVPD.

Computed properties:
- calculated total energy (eV) = -9845.3565
- highest occupied orbital energy (eV) = -9.81
- ΔE to the lowest compared entry with this formula, charge and spin (kJ/mol) = 185.56
- M (g mol⁻¹) = 101.10
- SMILES string = C[C@@H](C=O)NC=O
- 2S+1 = 1
- net charge = 0

Geometry as XYZ:
```
14
Properties=species:S:1:pos:R:3:lowdin_charge:R:1
C 0.95 -1.42 1.01 -0.354
N -0.26 -1.17 0.42 0.066
C 0.41 1.28 0.24 -0.079
C -0.59 0.16 -0.01 -0.340
C -0.98 0.24 -1.52 -0.175
O -0.47 -0.53 -2.34 0.015
O 1.64 -0.55 1.37 0.044
H 1.09 -2.48 1.17 0.127
H -0.56 -2.03 0.00 0.125
H 0.60 1.41 1.34 0.101
H -0.19 2.20 0.05 0.092
H 1.39 1.26 -0.22 0.090
H -1.52 0.48 0.52 0.145
H -1.50 1.14 -2.02 0.144
```


Here is a molecular structure, C6H12N2 at a distorted geometry from the OMol25 dataset. Energies are from ωB97M-V/def2-TZVPD.

Computed properties:
- calculated total energy (eV) = -9391.3524
- highest occupied orbital energy (spin up / spin down) (eV) = -8.00 / -8.00
- ΔE to the lowest compared entry with this formula, charge and spin (kJ/mol) = 530.42
- M (g mol⁻¹) = 112.18
- 2S+1 = 1
- net charge = 0

Geometry as XYZ:
```
20
Properties=species:S:1:pos:R:3:lowdin_charge:R:1
C 1.38 0.16 -1.73 -0.070
C 1.60 -0.19 -0.28 -0.370
C -2.84 -0.35 0.03 -0.191
C 2.31 -1.24 0.11 0.063
N -3.66 0.56 -0.19 0.041
H -4.60 0.27 -0.46 0.054
H -2.90 -1.42 -0.22 0.084
H 0.32 0.18 -1.99 0.067
H 1.78 1.15 -1.96 0.083
H 1.86 -0.57 -2.38 0.076
H 2.73 -1.93 -0.60 0.062
H 2.54 -1.38 1.16 0.059
C -1.04 0.13 0.72 -0.031
C 0.96 0.73 0.71 -0.353
N 1.20 0.56 2.00 0.061
H 0.96 1.39 2.54 0.045
H 0.82 1.74 0.31 0.126
H -1.38 1.03 1.23 0.071
H -0.93 -0.74 1.35 0.066
H -1.10 -0.09 -0.37 0.057
```


Here is a molecular structure, C7H9N4O3 at a distorted geometry from the OMol25 dataset. Energies are from ωB97M-V/def2-TZVPD.

Computed properties:
- calculated total energy (eV) = -19495.5463
- highest occupied orbital energy (eV) = -12.69
- ΔE to the lowest compared entry with this formula, charge and spin (kJ/mol) = 399.17
- M (g mol⁻¹) = 197.17
- 2S+1 = 1
- net charge = +1

Geometry as XYZ:
```
23
Properties=species:S:1:pos:R:3:lowdin_charge:R:1
C -2.56 1.62 -2.15 -0.024
C -1.67 2.53 -1.69 -0.018
C -2.35 0.20 -2.12 -0.113
C 0.77 2.19 -0.89 -0.055
C 1.36 -1.74 1.34 -0.310
C -0.80 0.67 -0.48 -0.207
C 2.29 -3.05 3.13 0.120
N -1.48 -0.31 -1.34 0.147
N 1.40 1.22 -0.34 0.146
N -0.59 2.02 -1.03 0.002
N 0.53 0.15 -0.07 -0.205
O 1.49 -2.19 0.26 0.209
O 1.46 -1.93 2.58 0.055
O 0.51 -0.15 1.20 -0.008
H -3.39 1.93 -2.69 0.093
H -1.93 3.55 -1.53 0.133
H -2.91 -0.40 -2.82 0.131
H 1.35 3.10 -1.11 0.162
H -1.21 0.88 0.59 0.209
H 1.73 -3.16 4.07 0.126
H 3.22 -2.55 3.31 0.113
H 2.15 -3.76 2.35 0.099
H 0.64 -0.82 -0.57 0.197
```